1.
# C29H47BrF13NO7

4 unconnected molecules or ions with the total composition C29H47BrF13NO7 in a non-equilibrium geometry (ωB97M-V/def2-TZVPD, the OMol25 dataset).

Total energy   -5586.89187 hartree
Total charge   0
Molecular weight   848.6 g mol⁻¹
LUMO level   0.3130 eV
SMILES string   NCCC[C@@H]1C(=O)O[C@@H](Br)[C@@]1(CCC(F)(F)C(F)(F)C(F)(F)C(F)(F)C(F)(F)C(F)(F)F)CC(=O)O.CCOCC.CCOCC.CCOCC
Largest force on an atom   1.8 eV/Å

Geometry as XYZ:
```
98
Properties=species:S:1:pos:R:3:forces:R:3:mulliken_charge:R:1
N 2.1630 -2.6235 0.1066 -0.29 0.33 -0.69 -0.47
C 1.5765 -1.2693 0.0413 1.01 -0.23 -0.08 -0.65
C 2.6329 -0.1599 -0.1566 -0.73 -0.03 -0.31 0.30
C 2.1126 1.1234 -0.8448 0.83 -0.70 0.65 -1.98
C 2.0184 2.3287 0.0831 -0.54 0.61 -0.53 -0.60
C 3.1603 2.4691 1.0667 1.01 -0.23 -0.27 0.08
O 4.3345 2.5294 0.8210 -0.90 0.12 0.30 -0.63
O 2.6615 2.5229 2.3386 0.43 0.02 -0.12 -0.44
C 1.3499 2.0287 2.2472 -0.69 -0.38 0.41 0.53
Br 0.4984 2.2110 3.9805 0.02 0.14 -0.04 -0.22
C 0.7209 2.5484 0.9584 0.97 -0.01 -0.18 2.79
C -0.4313 1.6768 0.4919 -0.20 0.70 -0.22 -1.99
C -1.6933 1.6904 1.3584 -0.43 -0.47 -0.27 -0.81
C -2.0343 0.3320 1.9521 0.64 0.13 0.01 0.54
F -0.8772 -0.3494 2.2166 -0.15 -0.02 0.10 -0.16
F -2.6740 0.4556 3.1397 -0.10 -0.08 -0.12 -0.36
C -2.8550 -0.5879 1.0028 0.38 -0.70 0.29 0.57
F -2.4675 -0.3472 -0.2721 -0.12 -0.06 0.21 -0.31
F -2.5416 -1.8796 1.2747 -0.11 0.28 -0.09 -0.35
C -4.4013 -0.5452 1.1212 -0.04 -0.17 0.09 0.63
F -4.7353 -1.0556 2.3268 0.13 0.20 -0.36 -0.30
F -4.8948 -1.3670 0.1654 0.10 0.24 0.21 -0.30
C -5.1208 0.8245 0.9963 -0.90 -0.11 0.12 0.59
F -4.5422 1.7590 1.7703 0.04 -0.17 0.03 -0.20
F -6.3805 0.6323 1.4567 0.22 -0.03 -0.03 -0.34
C -5.2783 1.3850 -0.4291 -0.19 0.23 -0.53 0.53
F -6.0890 0.5885 -1.1521 0.15 0.16 0.25 -0.31
F -4.0810 1.4478 -1.0485 -0.08 0.06 0.12 -0.22
C -5.8820 2.8249 -0.4808 0.06 0.11 -0.66 0.58
F -7.0738 2.8811 0.1163 0.53 0.13 -0.12 -0.24
F -6.0411 3.1198 -1.7927 0.01 0.00 0.75 -0.25
F -5.0402 3.7185 0.0508 -0.52 -0.33 -0.14 -0.20
C 0.4513 4.0614 0.8292 0.12 0.20 0.56 -0.80
C -0.4716 4.6761 1.8387 -1.68 0.47 -0.19 -0.07
O -1.6775 4.7574 1.6852 1.19 -0.33 0.34 -0.53
O 0.1577 5.1892 2.9214 0.54 -0.49 -0.46 -0.46
H 2.3701 -2.8984 -0.8458 -0.13 -0.25 -0.13 0.34
H 3.0772 -2.5065 0.5301 -0.06 -0.31 -0.09 0.19
H 0.8795 -1.2582 -0.7901 -0.41 0.08 0.02 0.66
H 1.0718 -1.0806 0.9831 -0.49 -0.02 0.03 -0.19
H 3.0673 0.0526 0.8147 0.18 0.12 -0.06 -0.17
H 3.4305 -0.5775 -0.7594 0.23 -0.10 -0.12 0.84
H 2.8215 1.3795 -1.6216 0.15 0.18 -0.18 0.58
H 1.1785 0.9156 -1.3510 -0.28 0.19 -0.08 0.40
H 2.1614 3.1949 -0.5560 -0.24 0.27 -0.17 0.71
H 1.3704 0.9500 2.1241 0.12 -0.24 0.17 -0.49
H -0.7039 2.0656 -0.4844 -0.10 -0.01 -0.27 0.96
H -0.0794 0.6749 0.3058 0.03 -0.28 0.19 0.26
H -2.5223 1.9850 0.7286 -0.09 0.18 0.02 -0.19
H -1.6827 2.3944 2.1737 0.15 0.11 0.22 0.91
H 1.3850 4.6090 0.8858 0.30 0.02 0.13 0.59
H 0.0443 4.2384 -0.1563 -0.22 -0.02 -0.26 0.55
H -0.3598 4.9770 3.7023 -0.40 0.37 0.25 0.38
C 2.9443 -1.4099 4.0515 0.23 -0.03 -0.10 -1.45
C 3.0922 -2.2748 2.8090 -0.34 0.02 0.54 -0.16
O 3.9552 -1.7186 1.8296 0.45 0.05 0.61 -0.51
C 5.3002 -1.5192 2.2292 0.32 0.02 0.03 -0.45
C 6.0203 -2.8021 2.6083 -0.15 -0.07 0.07 -1.28
H 2.6779 -0.3921 3.7658 -0.07 0.08 0.04 0.25
H 2.1636 -1.8100 4.6984 -0.03 0.00 -0.04 0.43
H 3.8661 -1.3609 4.6329 -0.02 -0.01 0.03 0.39
H 2.1252 -2.3712 2.3133 0.15 -0.08 0.15 0.50
H 3.4100 -3.2886 3.0749 0.05 0.02 0.00 0.21
H 5.3544 -0.7886 3.0433 -0.04 -0.03 0.00 0.40
H 5.7928 -1.0664 1.3683 -0.07 0.03 -0.04 0.37
H 5.6197 -3.2371 3.5254 0.03 0.02 0.02 0.28
H 7.0793 -2.6025 2.7718 0.01 0.02 -0.02 0.43
H 5.9197 -3.5449 1.8156 0.03 0.01 -0.04 0.28
C -5.8210 3.0842 -6.2641 -0.05 0.16 0.01 -1.09
C -4.3620 3.4246 -6.0079 -0.06 -0.13 0.04 -0.24
O -3.8798 4.4974 -6.7940 0.11 -0.03 -0.08 -0.42
C -4.5250 5.7407 -6.5953 -0.02 0.13 0.03 -0.34
C -4.3967 6.2805 -5.1802 -0.04 -0.14 0.06 -0.91
H -5.9953 2.9347 -7.3302 0.03 -0.05 0.00 0.33
H -6.0955 2.1736 -5.7311 0.02 -0.02 0.00 0.39
H -6.4879 3.8791 -5.9265 -0.02 -0.03 0.04 0.26
H -3.7416 2.5680 -6.2720 0.07 0.05 -0.05 0.33
H -4.1911 3.6216 -4.9431 -0.05 0.00 0.01 0.25
H -5.5788 5.6790 -6.8896 -0.01 0.00 0.04 0.29
H -4.0442 6.4286 -7.2908 0.04 -0.05 -0.04 0.33
H -4.9494 5.6728 -4.4616 -0.03 0.04 0.00 0.16
H -4.7921 7.2951 -5.1282 0.01 0.01 -0.02 0.39
H -3.3510 6.2938 -4.8707 0.02 0.05 -0.03 0.28
C 2.5492 -6.6597 1.9935 0.16 -0.08 0.01 -0.69
C 2.3165 -6.7240 0.4937 -0.11 0.02 0.10 -0.37
O 3.4009 -6.2278 -0.2695 -0.01 0.14 -0.13 -0.44
C 4.6275 -6.9145 -0.1208 0.09 -0.07 -0.02 -0.22
C 4.5727 -8.3725 -0.5470 -0.13 -0.03 0.08 -1.17
H 2.8454 -5.6514 2.2865 -0.06 0.03 -0.02 -0.07
H 1.6368 -6.9276 2.5268 -0.02 0.02 -0.01 0.40
H 3.3347 -7.3465 2.3146 -0.04 -0.03 0.02 0.30
H 1.4657 -6.0930 0.2387 0.07 0.07 -0.08 0.35
H 2.0631 -7.7437 0.1813 0.03 -0.02 0.05 0.34
H 4.9953 -6.8279 0.9083 0.00 -0.04 0.02 0.27
H 5.3357 -6.3796 -0.7542 -0.04 0.06 -0.01 0.34
H 3.9499 -8.9678 0.1225 0.04 -0.02 0.02 0.28
H 5.5738 -8.8043 -0.5388 0.02 0.01 -0.01 0.41
H 4.1594 -8.4602 -1.5524 0.04 0.02 -0.03 0.29
```
Forces are in eV/Å.



2.
# C29H48BIN7

7 unconnected molecules or ions with the total composition C29H48BIN7 in a non-equilibrium geometry (ωB97M-V/def2-TZVPD, the OMol25 dataset).

Total energy   -1839.69908 hartree
Total charge   -1
Molecular weight   632.5 g mol⁻¹
LUMO level   1.9228 eV
Largest force on an atom   1.4 eV/Å

Geometry as XYZ:
```
86
Properties=species:S:1:pos:R:3:forces:R:3:mulliken_charge:R:1
I -3.3332 2.8741 -2.3146 -0.22 0.02 0.15 -0.31
B -1.7434 4.5040 -2.5921 1.11 0.34 -0.38 0.31
C -0.3451 3.7398 -2.9795 -1.33 0.43 0.18 0.24
C 0.8193 3.8662 -2.2415 0.49 -0.68 -0.40 -0.36
C 1.9265 3.1203 -2.6440 -0.04 0.18 0.07 -0.42
C 1.8385 2.3116 -3.7623 0.52 0.05 0.27 -0.35
N 0.7493 2.1933 -4.5082 -0.47 0.10 -0.02 -0.66
C -0.3091 2.8985 -4.0952 0.58 -0.10 -0.01 -0.45
H -1.6056 5.1232 -1.5831 -0.32 -0.16 0.16 -0.35
H -2.1099 5.2456 -3.4804 -0.19 -0.27 -0.10 -0.18
H 0.8952 4.4812 -1.3596 -0.25 0.23 0.07 0.49
H 2.8589 3.1791 -2.1012 0.17 -0.04 0.08 0.39
H 2.7098 1.7418 -4.0634 0.07 -0.12 -0.14 0.35
H -1.2063 2.7884 -4.6820 -0.20 -0.06 -0.17 0.39
C -3.3230 -1.4869 -0.4071 -0.14 0.08 -0.12 -0.84
C -3.5960 -0.2015 0.3598 0.21 -0.13 0.01 -0.09
C -5.0872 0.0761 0.5730 0.23 -0.05 0.13 -0.39
C -5.7520 0.3405 -0.6993 0.06 0.32 0.12 0.12
N -6.2004 0.6564 -1.7060 -0.32 -0.24 -0.19 -0.41
H -3.7386 -1.4403 -1.4158 -0.05 0.03 0.02 0.37
H -2.2519 -1.6416 -0.4884 -0.06 -0.05 -0.04 -0.02
H -3.7538 -2.3533 0.1026 0.01 -0.02 0.00 0.32
H -3.1523 0.6419 -0.1725 -0.05 0.03 0.02 0.01
H -3.1093 -0.2567 1.3369 -0.06 0.02 0.04 0.28
H -5.2089 0.9525 1.2120 -0.09 0.05 -0.08 0.29
H -5.5752 -0.7614 1.0763 -0.01 -0.04 -0.05 0.33
C 1.3441 -4.3896 -1.8917 0.02 0.06 -0.07 -1.07
C 1.7140 -2.9150 -2.0117 -0.05 -0.23 -0.04 -0.47
C 1.9038 -2.2396 -0.6494 0.15 0.11 -0.25 -0.30
C 0.6578 -2.1683 0.1087 0.08 0.02 0.05 0.26
N -0.3283 -2.1094 0.6930 0.13 -0.10 0.25 -0.53
H 0.3792 -4.5192 -1.3994 0.01 0.01 0.03 0.37
H 1.2771 -4.8479 -2.8782 -0.02 -0.04 0.01 0.27
H 2.0957 -4.9357 -1.3168 -0.01 -0.01 0.02 0.28
H 0.9507 -2.3866 -2.5840 0.02 0.08 0.03 0.35
H 2.6479 -2.8190 -2.5686 0.02 0.07 0.03 0.28
H 2.2790 -1.2238 -0.7845 -0.07 0.04 0.05 0.32
H 2.6453 -2.7813 -0.0581 -0.05 -0.03 0.07 0.25
C 0.6836 -5.0841 5.3085 0.05 0.03 0.03 -1.15
C 1.1300 -3.6267 5.3418 -0.07 -0.23 0.03 -0.52
C 1.4150 -3.0612 3.9467 -0.13 0.18 0.23 -0.21
C 2.5643 -3.6995 3.3080 -0.09 0.02 -0.08 0.28
N 3.4691 -4.2043 2.8138 0.05 -0.03 -0.03 -0.50
H 1.4701 -5.7308 4.9165 0.00 0.01 -0.04 0.35
H 0.4362 -5.4316 6.3116 0.00 -0.02 0.00 0.33
H -0.2014 -5.2072 4.6823 0.00 0.00 -0.01 0.31
H 2.0178 -3.5280 5.9689 0.02 0.05 -0.02 0.32
H 0.3473 -3.0194 5.7987 0.01 0.06 -0.04 0.31
H 1.6123 -1.9908 4.0200 0.07 0.01 -0.10 0.29
H 0.5393 -3.1739 3.3047 0.05 -0.03 -0.09 0.20
C 1.4837 2.5932 1.8820 0.06 0.06 0.00 -0.89
C 1.4555 3.8035 2.8106 0.04 -0.22 -0.06 -0.52
C 0.1028 4.5213 2.7999 0.22 0.00 0.17 -0.36
C -0.1818 5.1168 1.4971 -0.29 -0.11 0.04 0.21
N -0.4356 5.5559 0.4671 0.28 0.32 0.28 -0.42
H 1.3403 2.8857 0.8405 -0.05 0.00 0.00 0.15
H 2.4419 2.0771 1.9546 0.01 -0.01 -0.01 0.33
H 0.6973 1.8825 2.1427 -0.02 -0.01 -0.02 0.30
H 2.2442 4.5027 2.5266 -0.02 0.05 0.02 0.31
H 1.6665 3.4843 3.8339 -0.03 0.04 0.02 0.32
H 0.0835 5.3089 3.5548 -0.05 0.04 -0.05 0.32
H -0.6965 3.8223 3.0516 -0.05 0.01 -0.07 0.26
C 5.1878 -7.7839 -2.3663 0.00 -0.03 -0.06 -1.14
C 5.5227 -7.5097 -3.8282 0.03 -0.05 0.22 -0.42
C 4.6218 -6.4393 -4.4518 0.22 -0.05 -0.08 -0.32
C 3.2292 -6.8737 -4.5391 -0.01 0.12 0.03 0.23
N 2.1373 -7.2206 -4.5994 -0.05 -0.07 0.00 -0.46
H 4.1801 -8.1878 -2.2598 -0.02 0.03 -0.01 0.35
H 5.8833 -8.5089 -1.9441 -0.01 0.00 0.02 0.33
H 5.2524 -6.8715 -1.7711 -0.01 0.00 0.01 0.31
H 5.4462 -8.4337 -4.4036 -0.01 0.02 -0.06 0.30
H 6.5573 -7.1711 -3.9065 -0.01 0.04 -0.05 0.31
H 4.9691 -6.1938 -5.4565 -0.07 0.01 -0.03 0.30
H 4.6688 -5.5200 -3.8654 -0.07 0.01 0.03 0.24
C -4.0412 6.1456 0.3918 -0.07 0.05 -0.01 -0.97
C -4.9819 7.0718 1.1510 0.11 -0.17 -0.14 -0.52
C -4.2552 7.8960 2.2210 -0.25 0.09 -0.10 -0.40
C -3.7180 7.0684 3.3004 0.07 0.04 -0.04 0.28
N -3.3019 6.4176 4.1496 0.03 -0.04 0.05 -0.49
H -3.6043 5.3939 1.0501 0.04 0.00 -0.02 0.26
H -4.5682 5.6204 -0.4031 0.05 -0.06 -0.01 0.30
H -3.2257 6.7051 -0.0682 0.05 -0.07 -0.01 0.28
H -5.7851 6.4934 1.6126 -0.02 0.06 0.07 0.31
H -5.4530 7.7664 0.4525 0.00 0.06 0.05 0.33
H -4.9352 8.6286 2.6611 0.04 -0.01 0.09 0.30
H -3.4343 8.4529 1.7662 0.07 -0.05 0.02 0.27
```
Forces are in eV/Å.



3.
# C29H48Br12F2N

7 unconnected molecules or ions with the total composition C29H48Br12F2N (ωB97M-V/def2-TZVPD, the OMol25 dataset).

Total energy   -32276.27129 hartree
Total charge   +1
Molecular weight   1407.6 g mol⁻¹
LUMO level   -3.1144 eV
Largest force on an atom   0.9 eV/Å

Geometry as XYZ:
```
92
Properties=species:S:1:pos:R:3:forces:R:3:mulliken_charge:R:1
C 1.3912 -1.5249 2.5731 0.08 -0.10 -0.27 -0.78
C 2.4010 -1.4263 1.4277 -0.24 -0.07 0.07 0.20
C 2.8830 0.0004 1.2415 0.27 -0.01 0.01 -0.24
F 4.0141 0.0969 0.4828 -0.28 -0.11 0.12 -0.34
N 1.8515 0.8473 0.6090 -0.08 0.09 0.18 0.45
C 0.9588 1.4362 1.3204 -0.12 -0.17 -0.08 0.33
C -0.0879 2.0530 0.4823 -0.29 0.30 -0.38 -1.00
C 0.0378 1.1789 -0.7866 0.41 -0.29 0.69 1.03
C -0.7127 1.6196 -2.0219 0.17 -0.07 -0.03 -0.39
C -2.1669 1.8600 -1.7112 0.03 0.17 -0.03 0.54
C -2.6809 3.1534 -1.6650 -0.01 0.15 0.08 -0.01
C -4.0003 3.3948 -1.3118 0.12 0.08 -0.04 -1.39
C -4.8279 2.3332 -1.0004 0.00 -0.38 0.01 -0.13
C -4.3270 1.0389 -1.0711 -0.14 0.20 0.02 -0.99
C -3.0059 0.7817 -1.4277 -0.28 -0.16 0.01 1.27
C -2.5681 -0.6617 -1.4963 0.17 0.03 0.17 -1.93
C 1.5752 1.1496 -0.8576 0.02 0.35 0.07 -0.21
C 2.2216 0.4018 -2.0006 -0.06 -0.29 0.08 0.46
C 2.1224 -1.1071 -2.0299 0.37 0.47 -0.21 -0.57
F 3.5570 0.7904 -2.1075 -0.27 -0.03 0.01 -0.43
H 0.4644 -1.0046 2.3168 -0.01 0.08 0.13 0.23
H 1.7937 -1.1297 3.5062 -0.06 0.05 0.04 0.32
H 1.1156 -2.5659 2.7304 0.07 0.02 0.05 -0.11
H 1.9401 -1.8146 0.5198 0.14 0.04 -0.07 -0.13
H 3.2808 -2.0388 1.6302 0.04 0.07 0.03 0.36
H 3.0751 0.4471 2.2221 0.12 0.04 -0.09 0.51
H 0.9524 1.4036 2.4067 0.23 0.03 -0.03 0.01
H 0.2208 3.0834 0.2418 0.00 0.01 0.02 0.38
H -1.0721 2.1230 0.9414 0.03 -0.21 0.09 0.54
H -0.2537 0.1760 -0.4418 -0.23 0.00 -0.40 0.12
H -0.6503 0.8321 -2.7781 0.21 0.09 -0.04 0.38
H -0.2016 2.5020 -2.4145 -0.32 -0.02 -0.05 -0.45
H -2.0497 4.0030 -1.9032 0.01 -0.15 0.07 0.11
H -4.3752 4.4088 -1.2832 -0.01 0.03 0.01 0.46
H -5.8568 2.4980 -0.7118 -0.01 0.03 -0.03 0.32
H -4.9843 0.2049 -0.8502 0.02 -0.01 -0.02 0.45
H -3.3393 -1.2666 -1.9698 0.02 -0.03 -0.04 0.55
H -2.4181 -1.0644 -0.4899 -0.01 -0.03 -0.01 0.33
H -1.6324 -0.8059 -2.0392 -0.13 -0.02 -0.07 0.27
H 1.9145 2.1896 -0.9456 0.10 -0.04 -0.18 -0.37
H 1.7077 0.8112 -2.8789 0.07 0.02 0.02 0.57
H 1.1059 -1.4348 -1.8169 0.02 -0.07 0.04 -0.12
H 2.8433 -1.5417 -1.3416 -0.13 -0.10 0.09 0.41
H 2.4084 -1.4264 -3.0303 -0.14 -0.17 0.03 -0.21
Br -6.2677 4.0824 1.9753 -0.01 0.03 0.01 -0.12
C -8.1574 3.7915 2.3315 0.07 0.01 0.02 -0.55
C -8.6693 2.5564 1.6399 -0.04 0.00 -0.07 -0.62
Br -8.8535 2.8150 -0.2778 0.03 -0.02 0.02 -0.15
H -8.6725 4.6899 2.0081 -0.04 0.00 0.00 0.37
H -8.2482 3.6850 3.4097 0.02 -0.02 0.00 0.34
H -9.6607 2.3008 2.0060 -0.01 0.03 0.00 0.37
H -8.0024 1.7109 1.7737 -0.01 -0.02 0.04 0.36
Br 0.0403 1.8285 4.8227 -0.02 0.03 0.01 -0.10
C 0.3875 3.7511 4.8062 0.04 -0.04 -0.02 -0.56
C 0.7576 4.2563 6.1756 -0.10 0.04 0.09 -0.66
Br -0.7826 4.3341 7.3500 0.03 -0.03 -0.01 -0.12
H -0.5151 4.2192 4.4273 -0.01 0.01 0.00 0.42
H 1.2073 3.9059 4.1073 0.02 -0.02 0.03 0.31
H 1.1403 5.2717 6.1050 -0.01 0.01 -0.03 0.39
H 1.4931 3.6228 6.6607 0.04 0.01 -0.02 0.39
Br -0.0614 4.9179 -3.3624 0.13 0.28 -0.15 -0.04
C 1.5402 6.0074 -3.5448 -0.04 -0.07 0.03 -0.55
C 2.7767 5.2155 -3.2109 0.02 0.01 0.03 -0.66
Br 2.9299 4.8865 -1.2959 -0.01 -0.02 0.00 -0.12
H 1.4052 6.8606 -2.8885 0.03 0.03 -0.01 0.39
H 1.5687 6.3418 -4.5788 0.00 -0.05 -0.02 0.36
H 3.6720 5.7650 -3.4906 0.00 0.03 0.04 0.39
H 2.7836 4.2417 -3.6894 0.02 0.00 -0.03 0.35
Br 2.2201 -2.0044 -5.9109 0.05 0.03 -0.01 -0.13
C 3.4363 -3.5140 -6.0745 -0.08 0.05 -0.02 -0.63
C 3.6140 -4.2318 -4.7632 0.09 0.00 0.03 -0.61
Br 4.7648 -3.2541 -3.5333 -0.10 -0.07 -0.02 -0.11
H 4.3711 -3.1247 -6.4637 0.02 0.00 0.00 0.39
H 2.9808 -4.1741 -6.8085 0.00 -0.03 0.02 0.37
H 4.1017 -5.1914 -4.9198 0.01 0.01 -0.03 0.50
H 2.6627 -4.3778 -4.2596 -0.02 0.00 0.00 0.21
Br 0.6194 -4.3489 -1.7162 0.06 -0.05 -0.02 -0.10
C 1.9130 -5.8040 -1.7901 -0.05 0.01 0.00 -0.55
C 2.1166 -6.4396 -0.4410 0.02 0.03 0.08 -0.60
Br 3.1979 -5.3141 0.7162 0.07 0.02 -0.01 -0.14
H 2.8371 -5.3839 -2.1763 0.01 0.01 -0.01 0.20
H 1.5042 -6.5215 -2.4977 -0.02 -0.03 0.03 0.46
H 2.6642 -7.3739 -0.5380 0.01 0.01 -0.04 0.40
H 1.1786 -6.6142 0.0782 -0.01 0.00 0.01 0.36
Br 0.1374 -5.1741 2.8618 -0.12 -0.08 -0.01 -0.16
C 1.2369 -6.2997 4.0064 0.00 0.02 -0.07 -0.60
C 0.6942 -6.3632 5.4085 0.05 0.07 0.07 -0.61
Br 1.0188 -4.7094 6.3761 -0.03 -0.01 -0.02 -0.14
H 2.2389 -5.8844 3.9716 0.03 -0.02 0.00 0.40
H 1.2354 -7.2848 3.5460 -0.04 -0.01 0.02 0.35
H 1.1971 -7.1455 5.9717 0.03 0.00 -0.01 0.38
H -0.3776 -6.5301 5.4275 -0.01 -0.03 -0.01 0.36
```
Forces are in eV/Å.